1.
Computed, not measured: a molecular structure, C16H22NOS2, with ωB97M-V/def2-TZVPD.

```
42
Properties=species:S:1:pos:R:3:forces:R:3:mulliken_charge:R:1
C -2.796 -0.789 3.055 0.234 -0.142 0.506 -0.570
C -2.244 -1.269 -0.456 0.658 0.524 -0.891 0.314
H 3.442 -0.210 -1.528 -0.075 0.152 0.483 0.356
H -0.915 -2.648 0.573 -0.445 0.014 -0.320 0.411
O 5.172 1.810 -0.683 -0.452 -0.487 0.615 -0.362
H -2.602 -0.321 4.028 -0.022 -0.139 -0.281 0.427
C -4.070 -0.249 2.426 -0.790 0.144 0.016 -0.552
C -2.160 -0.113 0.504 -1.229 -1.167 -0.019 1.244
H -3.648 -1.795 -3.515 0.155 -0.165 0.168 0.396
C 2.955 2.399 0.199 0.162 0.771 -0.085 -0.398
C -3.087 -2.015 -2.609 0.009 0.264 0.314 -0.677
H -1.587 0.866 -0.158 -1.375 -1.710 1.105 -0.639
N 2.636 0.987 0.017 -2.206 -0.778 -0.387 0.188
C 4.449 2.703 0.160 0.602 -0.345 -0.001 -0.655
H 0.459 2.274 0.966 0.072 0.109 -0.407 0.388
S -1.339 -0.479 2.020 0.954 0.473 -0.206 -0.085
H -1.406 2.670 -0.621 -0.056 -0.504 0.288 0.351
S -3.757 0.610 0.874 -0.172 0.627 -0.174 -0.048
H 5.705 -0.109 -0.923 -0.259 -0.012 0.563 0.326
H -4.537 0.502 3.073 0.051 -0.275 -0.085 0.376
C -0.852 1.727 -0.692 3.127 0.805 0.206 -0.830
H -3.369 -0.023 -1.810 -0.051 -0.465 0.047 0.353
H 4.838 2.669 1.196 0.163 0.090 -0.479 0.329
H 4.616 3.683 -0.307 -0.131 -0.182 0.555 0.327
C 0.331 1.599 0.122 -1.518 1.548 -0.482 -0.701
H -4.805 -1.041 2.230 0.323 0.138 0.179 0.321
C 1.326 0.681 -0.138 2.140 -0.087 0.258 -0.067
H 3.419 -0.958 0.103 0.120 0.326 -0.210 0.387
C 3.601 -0.021 -0.449 0.294 -0.295 -0.445 -0.493
C -2.509 -3.271 -2.396 0.117 0.233 0.223 -0.394
H -0.710 1.386 -1.728 -0.606 -0.387 0.480 0.372
H 1.105 -0.351 -0.443 0.137 0.437 -0.378 0.538
H 2.474 3.007 -0.590 -0.146 -0.552 0.248 0.364
H 2.551 2.734 1.167 0.130 -0.063 -0.328 0.320
C 5.034 0.451 -0.253 0.171 0.386 -0.058 -0.637
H -2.636 -4.044 -3.149 0.057 0.054 0.230 0.396
H -1.285 -4.480 -1.101 -0.073 0.379 -0.001 0.393
C -1.564 -2.483 -0.294 -0.237 -0.256 -0.158 -0.284
C -2.955 -1.023 -1.641 0.092 -0.333 -0.301 -0.393
C -1.745 -3.500 -1.247 -0.060 0.171 -0.141 -0.730
H -2.844 -1.879 3.203 -0.038 0.434 -0.109 0.295
H 5.310 0.315 0.815 0.170 0.264 -0.536 0.345
```
Positions in Å, forces in eV/Å.

- net charge = +1
- lowest unoccupied orbital energy (eV) = -5.0
- strongest force on any atom (eV/A) = 3.24


2.
Computed, not measured: a gas-phase ion, CH4NO2 (charge -1), with ωB97M-V/def2-TZVPD.

```
8
Properties=species:S:1:pos:R:3:forces:R:3:mulliken_charge:R:1
H 1.021 0.606 1.078 -0.198 -0.149 -0.173 0.182
O -1.268 -0.639 -0.010 -0.879 -0.933 0.351 -0.806
H -0.444 0.563 -1.463 -0.180 -0.102 0.170 0.158
H 0.055 -1.378 0.253 0.768 0.146 0.146 0.334
O 1.076 -1.173 0.298 -0.211 -0.376 -0.018 -0.456
C -0.590 0.394 -0.364 2.085 1.605 -0.158 -0.179
N 1.012 0.240 0.116 -1.374 0.057 -0.207 -0.427
H -0.861 1.387 0.093 -0.012 -0.249 -0.111 0.193
```
Positions in Å, forces in eV/Å.

- SMILES = [O-]CNO
- net charge = -1
- lowest unoccupied orbital energy (eV) = 5.0
- strongest force on any atom (eV/A) = 2.64


Going through the records in order, we get energy above the lowest of the compared OMol25 structures with the same formula, charge and spin values of 1.072 3.271 eV.
Going through the records in order, we get orbital gap values of 6.4 8.2 eV.